No. 1
The following is a quantum chemistry calculation of a structure of composition C4H4S2 at a distorted geometry, from OMol25.

Geometry as XYZ:
```
10
Properties=species:S:1:pos:R:3:mulliken_charge:R:1
C 1.73 0.78 0.01 -0.424
C 0.27 0.72 -0.04 0.041
C -0.33 -0.55 -0.25 -0.198
C -1.80 -0.88 0.08 -0.282
H 2.27 1.75 0.13 0.299
H -0.30 1.65 0.18 0.296
H 0.30 -1.37 -0.30 0.391
H -1.99 -1.91 0.93 0.257
S 2.87 -0.39 -0.35 -0.212
S -3.01 0.18 -0.38 -0.167
```

The energy above the lowest of the compared OMol25 structures with the same formula, charge and spin comes out at 2.9462 eV. The calculation puts the frontier orbital gap at 7.0 eV. For the LUMO energy, the calculation gives -1.949 eV. For the HOMO energy, the calculation gives -0.3293 Eh.

=====

No. 2
The following is a quantum chemistry calculation of the molecule C4H4S2 at a distorted geometry, from OMol25.

Geometry as XYZ:
```
10
Properties=species:S:1:pos:R:3:mulliken_charge:R:1
C -0.14 1.67 -0.37 -0.208
C -1.20 -0.40 0.08 0.100
C 0.96 0.61 -0.16 -0.332
C 0.28 -0.70 0.22 -0.393
S -1.67 1.25 0.05 -0.049
S -2.36 -1.61 0.17 -0.220
H 1.62 0.63 -1.02 0.293
H 1.59 1.13 0.60 0.231
H 0.30 -1.22 1.18 0.377
H 0.63 -1.37 -0.73 0.202
```

The energy above the lowest of the compared OMol25 structures with the same formula, charge and spin comes out at 1.1400 eV. The spin multiplicity is 3. The calculation puts the frontier orbital gap (spin up / spin down) at 6.9 / 7.3 eV. Its expectation value of S² is 2.021. For the LUMO energy (spin up / spin down), the calculation gives -0.431 / -1.404 eV. For the HOMO energy (spin up / spin down), the calculation gives -0.2691 / -0.3195 Eh.

=====

No. 3
The following is a quantum chemistry calculation of the molecule C4H4S3 at a distorted geometry, from OMol25.

Geometry as XYZ:
```
11
Properties=species:S:1:pos:R:3:mulliken_charge:R:1
S 0.66 2.69 -0.06 -0.222
C -0.01 1.24 -0.02 -0.002
S -1.75 0.97 -0.59 -0.096
C -1.66 -0.68 -0.27 -0.182
C -0.46 -1.16 0.23 -0.457
C 0.53 -0.16 0.50 0.032
S 2.13 -0.36 -0.65 -0.195
H -2.59 -1.32 -0.55 0.293
H -0.22 -2.13 0.64 0.345
H 0.94 -0.03 1.54 0.342
H 2.44 0.94 -0.77 0.143
```

The SMILES is S=C1SC=C[C@H]1S. The energy above the lowest of the compared OMol25 structures with the same formula, charge and spin comes out at 0.9300 eV. The calculation puts the frontier orbital gap at 7.8 eV. For the LUMO energy, the calculation gives -0.714 eV. For the HOMO energy, the calculation gives -0.3145 Eh.

=====

No. 4
The following is a quantum chemistry calculation of a cluster of 2 separate species, C4H4SSe in total at a distorted geometry, from OMol25.

Geometry as XYZ:
```
10
Properties=species:S:1:pos:R:3:mulliken_charge:R:1
C 0.65 -0.49 0.74 -0.594
C 0.22 0.64 1.43 -0.018
C -0.89 0.10 -0.93 -0.483
C 0.31 -0.55 -0.59 0.057
S -1.02 1.39 0.60 -0.109
Se 1.58 -1.01 -1.81 -0.139
H 1.53 -1.01 1.09 0.360
H 0.53 1.04 2.46 0.306
H -0.74 0.58 -1.97 0.333
H -2.18 -0.70 -1.01 0.287
```

The energy above the lowest of the compared OMol25 structures with the same formula, charge and spin comes out at 2.5847 eV. The calculation puts the frontier orbital gap (spin up / spin down) at 6.6 / 6.6 eV. For the LUMO energy (spin up / spin down), the calculation gives -1.369 / -1.367 eV. For the HOMO energy (spin up / spin down), the calculation gives -0.2937 / -0.2939 Eh.

=====

No. 5
The following is a quantum chemistry calculation of a structure of composition C4H5AgO6 at a distorted geometry, from OMol25.

Geometry as XYZ:
```
16
Properties=species:S:1:pos:R:3:mulliken_charge:R:1
C -0.43 0.74 -0.69 -0.450
C 0.38 1.02 0.56 -0.341
O 0.31 -0.15 1.38 -0.243
O 0.02 -0.40 -1.39 -0.517
H -0.33 1.59 -1.37 0.336
H -1.49 0.63 -0.42 0.280
H -0.04 1.89 1.09 0.310
H 1.42 1.23 0.30 0.269
H 0.04 -1.15 -0.77 0.322
C 0.92 -0.13 2.60 0.787
O 1.59 0.87 2.94 -0.727
O 0.92 -1.22 3.22 -0.752
Ag 2.97 -0.66 4.78 0.721
O -2.61 -0.38 -4.14 -0.370
O -1.63 -2.48 -4.06 -0.371
C -2.04 -1.39 -4.04 0.747
```

The energy above the lowest of the compared OMol25 structures with the same formula, charge and spin comes out at 0.0000 eV. The calculation puts the frontier orbital gap at 6.8 eV. For the LUMO energy, the calculation gives -2.305 eV. For the HOMO energy, the calculation gives -0.3342 Eh.

=====

No. 6
The following is a quantum chemistry calculation of a structure of composition C4H5AuLiO2 at a distorted geometry, from OMol25.

Geometry as XYZ:
```
13
Properties=species:S:1:pos:R:3:mulliken_charge:R:1
H -1.23 -0.33 -0.34 0.323
C -0.78 0.63 0.16 0.331
C -1.73 1.69 0.72 -0.543
C -2.49 2.13 -0.54 -0.300
C -1.46 1.96 -1.64 0.375
O -0.37 1.31 -1.09 -0.315
O 0.23 0.20 0.89 -0.511
Li 1.70 0.88 1.62 0.947
Au -1.52 2.03 -3.38 0.304
H -1.13 2.50 1.14 0.311
H -2.35 1.26 1.52 0.354
H -2.85 3.17 -0.53 0.384
H -3.40 1.51 -0.64 0.340
```

The charge is +2. The energy above the lowest of the compared OMol25 structures with the same formula, charge and spin comes out at 0.0000 eV. The spin multiplicity is 4. The calculation puts the frontier orbital gap (spin up / spin down) at 7.1 / 7.9 eV. Its expectation value of S² is 3.762. For the LUMO energy (spin up / spin down), the calculation gives -8.699 / -12.247 eV. For the HOMO energy (spin up / spin down), the calculation gives -0.5818 / -0.7391 Eh.

=====

No. 7
The following is a quantum chemistry calculation of a cluster of 2 separate species, C4H5B in total at a distorted geometry, from OMol25.

Geometry as XYZ:
```
10
Properties=species:S:1:pos:R:3:mulliken_charge:R:1
B -1.21 -0.51 -0.02 -0.009
C 0.15 -1.40 0.05 -0.654
C -0.67 0.86 -0.21 -0.253
C 1.07 -0.42 0.28 -0.280
C 0.66 0.92 -0.10 -0.131
H -2.24 -0.88 0.01 -0.060
H 0.14 -2.38 0.13 0.527
H -1.31 2.70 -0.43 0.175
H 2.05 -0.62 0.69 0.338
H 1.35 1.74 -0.42 0.347
```

The energy above the lowest of the compared OMol25 structures with the same formula, charge and spin comes out at 3.8820 eV. The calculation puts the frontier orbital gap at 7.6 eV. For the LUMO energy, the calculation gives -1.189 eV. For the HOMO energy, the calculation gives -0.3236 Eh.

=====

No. 8
The following is a quantum chemistry calculation of a structure of composition C4H5BaLiO2 at a distorted geometry, from OMol25.

Geometry as XYZ:
```
13
Properties=species:S:1:pos:R:3:mulliken_charge:R:1
H 4.49 -1.23 3.61 0.006
C 3.13 -0.64 6.82 0.203
C 4.23 0.14 6.41 -0.506
C 4.16 1.42 5.83 -0.271
C 3.01 2.05 5.35 -0.209
O 2.76 3.28 5.57 -0.549
Ba 0.98 5.51 5.00 1.016
H 2.11 -0.30 6.55 0.321
H 5.22 -0.22 6.72 0.147
H 5.10 1.96 5.68 0.326
H 2.28 1.48 4.76 0.392
O 3.23 -1.70 7.50 -0.786
Li 4.44 -2.71 8.34 0.908
```

The charge is +1. The energy above the lowest of the compared OMol25 structures with the same formula, charge and spin comes out at 2.9501 eV. The spin multiplicity is 2. The calculation puts the frontier orbital gap (spin up / spin down) at 2.8 / 2.8 eV. Its expectation value of S² is 0.750. For the LUMO energy (spin up / spin down), the calculation gives -4.499 / -4.495 eV. For the HOMO energy (spin up / spin down), the calculation gives -0.2664 / -0.2666 Eh.